Computed, not measured: an isolated ion of composition C6H11N2 and charge +1, with wB97M-V/def2-TZVPD.

Geometry as XYZ:
```
19
Properties=species:S:1:pos:R:3
N -0.6419 1.5946 -0.0156
N -1.5180 0.6434 1.8925
C 0.9183 -2.0683 0.9040
C -0.7759 0.6716 0.7876
C 0.1917 0.2601 -1.9535
C 0.0021 1.5899 -1.3969
C 1.0022 -0.7675 0.1537
C 0.5968 -0.7912 -1.2670
H 0.4256 -2.8983 0.4571
H 0.7083 -1.7765 -1.6067
H 2.0338 -2.3422 0.8503
H -0.3041 0.1071 -2.8404
H -1.1627 2.5021 0.0820
H 1.3933 0.0477 0.6890
H -2.1157 1.2838 2.4240
H 0.6591 -1.9247 1.9224
H -0.7027 2.0052 -2.0173
H 0.9274 2.1300 -1.4080
H -1.6377 -0.2668 2.3427
```

As for the net charge: +1. The orbital gap is 8.6 eV. The value obtained for the LUMO energy is -4.6 eV.